Below is a structure of composition C33H40F3IrN3PSSb, with properties calculated with ωB97M-V/def2-TZVPD.

Structure (XYZ):
```
83
Properties=species:S:1:pos:R:3:forces:R:3
Ir 1.17434 0.95554 0.17305 0.027 -0.144 0.331
N 3.16687 0.47496 1.04448 0.134 0.077 -0.140
N 4.12148 0.19477 0.04088 0.047 -0.020 0.188
C 3.77293 0.06424 -1.23671 -0.091 0.013 -0.088
N 4.69109 -0.25891 -2.12034 0.033 -0.011 -0.120
S 2.14157 0.31209 -1.76870 0.061 0.000 0.087
H 3.50724 1.27953 1.57203 -0.017 0.030 0.012
H 3.14552 -0.33402 1.67026 -0.017 -0.033 0.025
H 5.06067 -0.02083 0.35093 0.014 -0.015 0.023
H 5.66210 -0.40411 -1.87929 0.004 0.011 -0.006
H 4.45582 -0.29462 -3.10220 0.007 -0.027 -0.007
F -2.82410 -5.07048 -3.11213 -0.100 -0.114 -0.112
C -2.11479 -4.27850 -2.33534 0.144 0.134 0.154
C -1.07072 -4.82477 -1.59814 -0.155 0.025 -0.123
C -0.32538 -3.98864 -0.79065 0.118 0.150 0.080
C -0.63238 -2.62382 -0.72915 -0.054 0.089 -0.025
C -1.69863 -2.10214 -1.46285 0.041 0.152 0.211
C -2.44386 -2.93042 -2.27912 0.010 -0.171 -0.023
Sb 0.44490 -1.48796 0.65878 -0.131 -0.346 -0.178
C 2.27549 -2.50005 0.87934 -0.041 0.054 -0.047
C 2.93540 -2.98685 -0.25144 0.025 0.014 -0.028
C 4.13235 -3.67044 -0.12098 0.023 -0.013 0.011
C 4.66560 -3.84125 1.15033 0.041 -0.015 0.002
F 5.81581 -4.48203 1.27597 -0.064 0.037 -0.006
C 4.02902 -3.37473 2.29065 0.014 -0.023 0.010
C 2.81846 -2.71142 2.14846 -0.006 0.003 0.079
C -0.52531 -1.65027 2.50241 0.122 0.174 0.004
C -0.00598 -1.04221 3.64678 0.005 0.033 -0.003
C -0.64238 -1.19529 4.86487 0.002 0.000 0.007
C -1.80179 -1.95914 4.91089 0.003 -0.003 -0.017
F -2.41419 -2.10739 6.07088 -0.001 0.005 -0.001
C -2.33733 -2.56840 3.78676 -0.005 0.003 0.018
C -1.69262 -2.40818 2.57163 -0.026 -0.025 -0.050
H -0.86534 -5.88457 -1.66872 0.010 0.014 0.010
H 0.48713 -4.40855 -0.21076 0.005 -0.019 0.007
H -1.95986 -1.05181 -1.40042 -0.001 -0.194 0.030
H -3.27564 -2.56039 -2.86361 0.010 0.005 0.018
H 2.50378 -2.86769 -1.23918 -0.007 0.011 -0.017
H 4.64616 -4.09407 -0.97463 -0.007 0.008 0.011
H 4.46423 -3.56617 3.26309 -0.007 -0.001 -0.014
H 2.28557 -2.40233 3.04207 0.022 -0.006 -0.021
H 0.90477 -0.45017 3.60893 -0.026 -0.005 0.013
H -0.26163 -0.74849 5.77364 -0.003 -0.008 -0.004
H -3.24125 -3.15594 3.87758 0.010 0.000 -0.002
H -2.10757 -2.88057 1.68824 0.013 0.006 0.008
C 0.70612 3.40335 -2.58774 -0.043 -0.027 0.009
C -0.05956 3.67459 -1.28645 -0.088 0.030 -0.024
C -1.23320 4.60621 -1.63119 0.060 -0.061 0.006
C 0.90202 4.34060 -0.29613 0.007 0.024 0.001
P -0.70896 2.05525 -0.59401 -0.176 0.210 -0.240
C -1.86621 1.44370 -1.82074 0.053 -0.076 0.006
C -3.21722 1.79696 -1.77005 0.020 0.018 0.018
C -4.07410 1.41416 -2.78990 0.008 -0.036 -0.035
C -3.58911 0.68926 -3.87230 0.019 0.012 0.026
C -2.24426 0.34400 -3.93584 -0.028 0.038 -0.021
C -1.38703 0.71861 -2.91471 0.088 0.058 -0.008
C -1.44956 2.21043 1.10776 -0.019 0.040 0.105
C -0.18109 2.14523 1.98883 -0.055 -0.062 -0.058
C -2.21731 3.47512 1.49729 0.013 0.038 -0.056
C -2.35059 0.99594 1.37708 0.007 -0.011 -0.100
H 0.93762 4.36909 -3.04025 0.027 -0.006 0.019
H 0.11733 2.84696 -3.31448 -0.036 -0.025 -0.026
H 1.64813 2.88608 -2.41793 0.042 0.006 -0.014
H -0.81369 5.54685 -1.99469 -0.005 -0.012 0.004
H -1.86856 4.84215 -0.78471 -0.071 0.008 0.130
H -1.85033 4.19455 -2.43022 0.026 -0.008 0.021
H 1.34368 5.21379 -0.78075 0.021 -0.024 0.027
H 1.74090 3.68063 -0.02074 -0.013 0.003 -0.009
H 0.41891 4.69237 0.61420 -0.014 -0.015 0.004
H -3.60796 2.38982 -0.95466 -0.003 0.008 0.045
H -5.11837 1.69302 -2.74616 0.007 -0.003 0.000
H -4.25950 0.40061 -4.67148 0.007 0.007 0.008
H -1.86453 -0.21356 -4.78156 -0.003 -0.001 -0.004
H -0.34150 0.43034 -2.97277 -0.068 0.016 0.006
H 0.41926 3.04685 1.96469 0.041 0.077 0.012
H 0.49026 1.21030 1.87780 -0.021 -0.171 -0.056
H -0.44803 1.93476 3.03001 -0.021 0.049 -0.008
H -1.62076 4.38112 1.41616 0.017 0.019 -0.019
H -2.52839 3.37841 2.54123 0.007 -0.003 -0.023
H -3.12240 3.60136 0.90538 0.004 0.003 -0.016
H -1.97320 0.06928 0.94214 -0.010 -0.002 -0.006
H -3.34850 1.15391 0.97388 0.002 0.021 -0.022
H -2.44785 0.84437 2.45443 0.011 0.002 -0.012
```
Forces are in eV/Å.

Values from the calculation:
- E_LUMO: -10.348 eV
- Charge: +3
- Frontier orbital gap: 0.2402 Ha
- HOMO level: -16.9 eV
- Energy above the lowest of the compared OMol25 structures with the same formula, charge and spin: 0.0 kJ/mol


Below is a cluster of 6 separate species, C33H40IN6OPS2 in total in a non-equilibrium geometry, with properties calculated with ωB97M-V/def2-TZVPD.

Structure (XYZ):
```
84
Properties=species:S:1:pos:R:3:forces:R:3
S 1.83470 0.49398 1.62663 -0.141 0.054 0.086
C 0.93212 0.24548 0.27506 0.309 0.349 0.004
S 0.70908 -1.38990 -0.39768 0.166 0.245 -0.274
C 2.40500 -2.02137 -0.50032 0.023 -0.088 0.106
C 3.18062 -1.45394 -1.69519 -0.033 -0.101 0.453
C 4.00778 -0.21877 -1.31473 0.071 -0.030 -0.172
P 4.36374 1.12945 -2.55868 0.132 0.043 0.216
I 3.17384 0.49737 -4.60190 -0.069 0.018 -0.010
N 0.25331 1.27708 -0.32609 -0.968 -1.396 0.010
C -0.72237 1.97738 0.55388 0.633 0.869 -0.033
C -1.98619 2.31141 -0.20816 -0.043 0.036 -0.020
O -2.53400 1.16925 -0.83430 0.105 -0.123 0.125
C -1.66471 0.62033 -1.82185 -0.063 0.126 -0.119
C -0.22802 1.12537 -1.70659 0.056 0.162 -0.014
H 2.28437 -3.10030 -0.60808 -0.069 0.011 -0.014
H 2.89419 -1.83956 0.45763 0.003 0.000 -0.014
H 2.45857 -1.22772 -2.47806 0.115 -0.079 -0.113
H 3.84028 -2.24911 -2.04539 -0.043 0.089 -0.277
H 3.55860 0.28963 -0.46138 0.033 0.048 -0.047
H 5.00178 -0.54831 -1.00436 -0.029 -0.001 0.080
H 3.37997 2.03673 -2.09874 -0.107 -0.059 -0.130
H -0.29090 2.91366 0.91823 0.018 -0.049 0.092
H -0.93444 1.36234 1.42460 -0.045 -0.072 -0.060
H -2.71267 2.68127 0.51281 -0.040 -0.038 -0.020
H -1.80965 3.10969 -0.93967 0.008 -0.014 -0.007
H -2.04231 0.88554 -2.81669 0.027 -0.037 -0.016
H -1.70191 -0.46486 -1.72666 0.000 -0.014 0.078
H 0.43384 0.44819 -2.24013 0.019 0.021 -0.041
H -0.13078 2.10113 -2.18680 -0.017 0.022 0.060
N 2.51729 -3.97829 4.63321 -0.002 -0.009 -0.006
C 2.02315 -2.85666 4.11352 0.028 -0.002 -0.006
C 2.36878 -1.58631 4.55317 -0.043 -0.020 0.000
C 3.27913 -1.47321 5.59028 -0.009 -0.003 0.005
C 3.80294 -2.63211 6.14211 0.000 -0.001 -0.002
C 3.39100 -3.85357 5.63006 -0.003 0.010 -0.004
H 1.31676 -2.97444 3.29851 -0.001 0.007 -0.002
H 1.93053 -0.72276 4.07250 0.040 -0.018 0.069
H 3.57648 -0.50046 5.96116 0.000 -0.001 0.001
H 4.51703 -2.59562 6.95389 0.002 -0.004 -0.003
H 3.78236 -4.77886 6.03908 0.000 0.002 0.005
N -2.65120 2.27852 3.10258 -0.026 0.035 0.002
C -3.57841 1.32708 3.00617 0.009 0.013 0.000
C -4.21594 0.76983 4.10388 -0.006 -0.016 0.006
C -3.87205 1.22191 5.36846 0.037 -0.042 0.003
C -2.90530 2.20734 5.48193 -0.004 0.004 -0.006
C -2.32734 2.70249 4.32173 -0.022 -0.025 0.010
H -3.81775 0.99419 2.00045 0.001 -0.013 0.003
H -4.96427 0.00046 3.96761 0.012 -0.010 -0.001
H -4.34949 0.81213 6.24939 0.000 0.003 0.002
H -2.60266 2.58864 6.44744 -0.002 0.005 -0.003
H -1.56736 3.47428 4.37278 -0.001 0.001 0.003
N -7.81548 3.41034 6.05940 -0.012 -0.012 0.005
C -7.25828 2.65015 5.11853 -0.028 0.065 0.019
C -7.98510 1.95784 4.16124 0.006 -0.014 -0.006
C -9.36701 2.05638 4.18081 0.003 0.001 0.005
C -9.96029 2.84278 5.15476 -0.002 -0.001 -0.002
C -9.14332 3.49673 6.06607 0.006 -0.011 -0.005
H -6.17634 2.59802 5.12947 0.001 0.006 -0.025
H -7.47439 1.35955 3.41840 0.005 0.006 0.000
H -9.96967 1.53184 3.45053 0.000 0.000 0.000
H -11.03488 2.95143 5.21132 0.002 0.004 0.002
H -9.57638 4.12153 6.83955 -0.004 -0.002 0.000
N 0.77438 1.52209 -8.97898 -0.003 -0.004 0.001
C 0.36329 2.58368 -9.66826 0.008 0.000 0.011
C 0.68402 3.89018 -9.32920 0.000 0.001 0.000
C 1.47398 4.10801 -8.21198 0.000 -0.004 0.001
C 1.90877 3.01277 -7.48337 0.002 0.009 0.000
C 1.53274 1.74722 -7.90877 -0.018 -0.005 -0.019
H -0.25416 2.37850 -10.53593 0.001 0.004 -0.002
H 0.32104 4.71309 -9.92996 -0.003 -0.003 -0.001
H 1.74611 5.11265 -7.91460 0.000 0.000 -0.001
H 2.52669 3.12765 -6.60314 0.001 -0.009 -0.001
H 1.85705 0.86762 -7.36222 -0.009 0.017 -0.027
N 4.39417 -4.73932 -2.87396 -0.013 0.050 0.049
C 4.04292 -5.55081 -3.86879 0.004 0.006 0.003
C 4.86427 -6.55167 -4.36616 0.000 -0.002 -0.001
C 6.11846 -6.71912 -3.80209 -0.002 0.004 0.003
C 6.49723 -5.88065 -2.76626 0.002 -0.002 -0.005
C 5.60162 -4.91108 -2.34073 -0.003 -0.015 -0.010
H 3.05604 -5.39125 -4.28872 0.000 -0.003 -0.002
H 4.52387 -7.18172 -5.17646 -0.002 0.004 -0.001
H 6.78841 -7.48872 -4.16300 0.000 0.000 0.000
H 7.46588 -5.97196 -2.29423 -0.003 0.002 0.003
H 5.86682 -4.23976 -1.53053 0.002 -0.002 0.001
```
Forces are in eV/Å.

Values from the calculation:
- SMILES: S=C(SCCCPI)N1CCOCC1.c1ccncc1.c1ccncc1.c1ccncc1.c1ccncc1.c1ccncc1
- E_LUMO: 0.096 eV
- Frontier orbital gap: 0.3078 Ha
- HOMO level: -8.3 eV


Below is a structure of composition C33H40N4P2PdTe in a non-equilibrium geometry, with properties calculated with ωB97M-V/def2-TZVPD.

Structure (XYZ):
```
81
Properties=species:S:1:pos:R:3:forces:R:3
Pd 0.09366 1.27428 -2.99659 -0.620 0.000 0.022
C -1.32059 1.42449 -5.62030 -0.825 0.050 -0.263
C -1.24929 0.09952 -5.80821 -0.562 -0.059 -0.531
C -0.40196 -0.63027 -6.82702 -0.634 -0.227 -0.153
C 0.94498 0.00651 -7.19608 0.760 -0.059 -0.496
C 1.63633 0.70174 -6.03969 0.569 -0.116 -0.484
C 1.38174 1.89414 -5.47093 0.998 0.881 -0.383
C 0.47364 3.00108 -5.95184 0.296 0.262 0.267
C -0.79752 2.47167 -6.56451 0.020 -0.177 -0.116
C 0.77373 1.32124 -0.92273 0.748 1.844 0.830
H -1.90298 1.81096 -4.77418 -0.139 -0.173 -0.682
H -2.00943 -0.52043 -5.31361 0.672 0.451 0.035
H -1.00050 -0.81791 -7.73579 0.238 0.122 0.220
H -0.18910 -1.63336 -6.43627 -0.270 0.039 -0.090
H 1.64639 -0.79202 -7.51304 -0.551 0.245 0.121
H 0.85360 0.62032 -8.11039 -0.022 0.133 0.662
H 2.56969 0.19706 -5.72986 -0.752 0.270 0.124
H 2.14394 2.24578 -4.76296 -0.640 -0.281 -0.789
H 1.00957 3.68364 -6.64541 -0.093 -0.392 0.460
H 0.21557 3.59004 -5.05650 0.003 0.175 -0.275
H -1.53173 3.28120 -6.68649 0.091 -0.286 0.178
H -0.62272 2.07822 -7.57601 -0.065 -0.024 0.414
H 0.22926 2.12385 -0.36198 0.497 -0.398 -0.417
H 1.74489 1.78686 -1.11328 0.077 -0.225 0.260
H 0.95996 0.43897 -0.27463 -0.313 0.298 -0.604
P 1.66647 -0.44991 -2.78323 2.706 -0.993 -0.350
P -1.81267 -0.38137 -2.32537 -4.970 -1.123 -1.953
N 3.18922 0.47951 -3.28529 -1.452 0.148 0.268
N 2.42197 -1.66526 -1.82522 -0.044 0.773 0.283
N -3.22869 0.60273 -3.20409 1.567 0.056 1.136
N -3.11197 -1.58951 -1.65943 2.247 0.663 -0.002
C 0.55105 -1.52586 -3.81418 0.077 -0.218 -0.547
C -0.94737 -1.66514 -3.33857 0.235 -0.167 -0.085
C 3.16469 1.88447 -3.14180 0.833 0.444 -0.533
C 4.27359 2.44768 -3.76773 -0.948 -0.893 0.817
C 5.05346 1.35720 -4.27570 -0.915 -1.004 0.391
C 4.37489 0.17108 -3.96461 0.393 0.719 -0.230
C 3.26025 -1.28527 -0.75680 0.261 -1.254 0.165
C 4.05053 -2.36819 -0.42258 -0.652 0.661 -0.485
C 3.73051 -3.44908 -1.31572 -0.968 0.784 -0.544
C 2.72961 -3.00008 -2.15672 0.539 -0.353 0.571
C -3.11014 1.98069 -2.97990 -0.944 0.436 -1.178
C -4.01997 2.67282 -3.79284 0.999 -1.303 1.078
C -4.78585 1.68950 -4.47983 0.892 -0.850 0.635
C -4.30269 0.43689 -4.08756 0.088 0.268 -0.288
C -4.19345 -2.26352 -2.20519 -0.109 0.093 0.250
C -4.72152 -3.10473 -1.23040 0.787 0.717 -0.064
C -3.90732 -2.98228 -0.07204 0.525 0.441 -0.648
C -2.87948 -2.11004 -0.39503 -0.658 0.227 0.267
H 0.92740 -2.55270 -3.84778 0.041 0.326 -0.164
H 0.61488 -1.11243 -4.83100 -0.168 -0.212 0.593
H -1.58074 -1.80500 -4.22726 0.338 -0.460 0.440
H -1.07202 -2.55124 -2.67978 0.234 0.365 -0.393
H 2.28230 2.41492 -2.77540 0.632 -0.271 0.047
H 4.45019 3.52154 -3.85799 0.092 -0.541 0.100
H 5.99488 1.45072 -4.81541 -0.317 -0.228 0.278
H 4.63202 -0.86694 -4.13491 0.064 0.203 -0.034
H 3.13935 -0.31190 -0.30204 0.287 -0.084 -0.126
H 4.77649 -2.41326 0.37360 -0.039 0.118 -0.016
H 4.17359 -4.43942 -1.32614 -0.166 0.250 0.004
H 2.14938 -3.52682 -2.90061 0.383 0.010 0.097
H -2.42045 2.35722 -2.24553 0.208 0.151 0.042
H -4.07756 3.74090 -3.86205 -0.238 0.189 0.057
H -5.59404 1.87944 -5.17683 0.107 -0.190 0.218
H -4.70298 -0.54786 -4.31435 0.317 0.466 -0.180
H -4.49924 -2.10791 -3.23394 0.036 -0.092 0.457
H -5.59467 -3.72350 -1.32333 -0.062 -0.065 -0.149
H -4.03846 -3.45285 0.88062 -0.052 -0.230 0.145
H -2.02675 -1.75505 0.18108 -0.202 -0.406 -0.063
Te -1.59141 0.86463 0.48170 -1.437 0.048 1.791
C -0.98792 0.34237 2.41039 0.713 -0.131 0.546
C -0.98232 1.34668 3.41314 0.164 -0.664 -0.302
C -0.56506 0.99174 4.70721 -0.148 0.457 -0.527
C -0.13451 -0.30005 5.01399 -0.178 0.130 -0.662
C -0.08264 -1.25467 3.99721 0.009 -0.175 -0.968
C -0.47188 -0.95136 2.67493 -0.127 0.648 0.339
H -1.23871 2.37254 3.11573 -0.033 -0.433 0.572
H -0.53982 1.75830 5.46992 -0.055 0.003 0.016
H 0.20912 -0.54492 6.01795 -0.159 0.056 -0.260
H 0.30955 -2.24593 4.20054 -0.056 0.105 0.025
H -0.33169 -1.63633 1.82253 -0.160 0.033 0.813
```
Forces are in eV/Å.

Values from the calculation:
- E_LUMO (spin up / spin down): -6.443 / -9.278 eV
- Charge: +2
- Frontier orbital gap (spin up / spin down): 0.2488 / 0.1506 Ha
- HOMO level (spin up / spin down): -13.2 / -13.4 eV
- Energy above the lowest of the compared OMol25 structures with the same formula, charge and spin: 339.1 kJ/mol
- <S²>: 6.031
- Spin multiplicity: 5